119
Properties=species:S:1:pos:R:3:forces:R:3:lowdin_charge:R:1 method="wB97M-V/def2-TZVPD" charge=0 gap_ha=0.316 lumo_ev=0.0567 e_homo_ev=-8.531
C -0.0397 -3.6111 -0.6517 -0.152 0.070 -0.327 -0.005
C 0.4166 -3.2635 -1.8713 0.178 0.323 0.628 -0.143
C 1.2988 -2.0400 -2.0191 1.674 -1.561 0.109 -0.158
N 0.7437 -1.1372 -3.0317 -0.226 -0.307 -1.847 0.014
C -0.7002 -1.0325 -2.9676 -0.771 -0.090 0.971 -0.316
O -1.5087 -1.6116 -3.6497 1.048 0.493 0.703 0.152
C -0.9023 -0.0200 -1.8441 0.215 -0.314 -1.199 -0.031
C -1.9396 0.2044 -1.0072 -1.091 -0.534 0.223 -0.092
C -3.2056 -0.6155 -1.1488 0.932 0.165 -0.943 -0.105
O -4.2666 0.1377 -1.7505 -0.504 0.008 0.900 -0.127
O -3.7309 0.8943 -2.8238 0.228 -0.130 -0.536 -0.003
C -1.7837 1.1910 -0.0442 -1.541 0.150 0.730 -0.110
C -2.9503 1.4189 0.9260 0.812 -0.554 -0.782 -0.118
C -2.9342 0.3551 2.0627 -0.678 1.692 -0.275 -0.145
C -3.4729 0.9818 3.3829 0.892 -0.872 -0.498 -0.157
C -2.5032 0.6594 4.5256 -1.056 0.602 -0.080 -0.197
N -1.2015 1.2965 4.2697 -0.231 -0.842 0.478 -0.140
C -1.2174 2.6925 4.7272 0.785 -0.078 -0.653 -0.055
C -0.1680 0.5805 4.9714 0.105 0.088 0.878 -0.462
C 1.1807 0.5111 4.2997 -0.272 0.563 -0.486 0.016
O -0.3694 0.0672 6.0535 -0.090 0.168 -0.901 0.087
C -0.6420 1.9544 0.0495 0.330 0.757 0.566 -0.096
C -0.5400 2.9852 1.1626 0.861 -0.195 -0.518 -0.111
C -0.9845 4.4244 0.8230 -0.557 -0.199 0.386 -0.139
C -2.2698 4.5580 0.0175 -0.093 0.059 -0.064 -0.186
F -3.2899 5.0289 0.8493 -0.158 0.038 0.031 -0.065
C 0.4126 1.7358 -0.8409 0.722 0.803 0.593 -0.098
C 1.7175 2.4989 -0.8119 -0.242 0.057 -0.771 -0.166
C 1.5133 3.9219 -1.3985 0.238 -1.056 -0.189 -0.705
C 1.8599 4.0043 -2.8927 -0.360 0.813 0.665 -0.115
Br 2.5351 5.1929 -0.3136 -0.162 0.082 -0.146 0.701
C 0.2438 0.7507 -1.7532 0.593 -0.870 -1.762 -0.035
C 1.1533 0.2358 -2.8611 0.481 0.536 0.620 -0.305
O 1.9750 0.8101 -3.5328 -0.571 -0.692 0.806 0.147
H -1.0974 -3.7980 -0.4824 0.281 -1.712 -0.197 0.060
H 0.6523 -3.7166 0.1801 -0.359 1.575 0.543 0.069
H 0.1910 -3.8782 -2.7358 -1.088 0.911 -0.428 0.106
H 2.3166 -2.3198 -2.3140 0.004 0.278 -0.247 0.125
H 1.3762 -1.5671 -1.0346 -0.138 0.167 -0.029 0.123
H -3.5268 -0.9960 -0.1868 -0.521 0.154 -0.024 0.117
H -2.9755 -1.4541 -1.8070 -0.095 -0.102 0.097 0.118
H -3.9642 1.8009 -2.5857 -0.079 -0.039 0.211 0.104
H -2.8768 2.4295 1.3090 -0.229 -0.070 0.252 0.081
H -3.8509 1.3655 0.3142 -0.249 0.015 0.297 0.120
H -3.5980 -0.4448 1.7499 0.246 -0.377 0.185 0.097
H -1.9042 0.0220 2.1646 -0.051 -0.258 0.212 0.112
H -3.5640 2.0622 3.2889 -0.185 0.041 -0.079 0.096
H -4.4578 0.5499 3.5479 -0.078 0.215 0.452 0.112
H -2.4163 -0.4214 4.5914 0.298 -0.038 0.149 0.126
H -2.9377 1.0400 5.4571 0.122 -0.259 0.172 0.121
H -0.2553 3.1301 4.4493 0.006 0.161 0.176 0.093
H -1.3537 2.7684 5.8096 -0.171 0.053 -0.012 0.099
H -1.9725 3.2471 4.1749 -0.165 0.011 0.169 0.082
H 1.1889 1.1545 3.4192 0.032 -0.002 0.000 0.066
H 1.9806 0.8171 4.9676 0.001 -0.187 0.176 0.088
H 1.3489 -0.5082 3.9553 0.044 -0.103 0.141 0.094
H 0.5183 3.0421 1.4318 -0.026 0.062 0.181 0.107
H -1.0502 2.5754 2.0291 -0.032 0.216 0.103 0.081
H -0.1988 5.0131 0.3660 0.219 -0.158 -0.107 0.051
H -1.1792 4.9196 1.7767 -0.018 0.122 -0.018 0.120
H -2.6366 3.6209 -0.3983 0.175 -0.103 -0.033 0.099
H -2.1768 5.2589 -0.8119 0.050 0.176 0.086 0.120
H 2.3841 1.9871 -1.5031 0.254 -0.033 0.247 0.100
H 2.1847 2.4946 0.1686 -0.164 0.135 0.130 0.094
H 0.4551 4.1339 -1.3240 0.030 0.636 0.424 0.065
H 0.9260 3.8886 -3.4414 0.114 -0.374 -0.241 0.087
H 2.5954 3.2713 -3.2020 0.072 0.076 -0.081 0.072
H 2.1745 5.0258 -3.0950 0.245 -0.082 -0.295 0.051
C 1.5443 -1.7118 7.7772 0.101 0.021 0.038 -0.071
C 1.1096 -3.1653 7.9200 0.350 0.166 0.081 -0.426
C 1.1509 -3.6820 9.3665 -0.240 -0.236 -0.084 -0.210
O 2.4464 -3.9968 9.8433 -0.068 0.168 0.101 -0.191
C 3.1839 -2.8983 10.3461 0.165 -0.185 -0.052 -0.108
N 1.9204 -3.9939 7.0205 -0.122 -0.158 0.110 0.037
H 2.6248 -1.5924 7.8762 0.008 -0.111 0.089 0.067
H 1.2681 -1.3338 6.7999 -0.028 -0.021 -0.019 0.041
H 1.0592 -1.0805 8.5242 -0.001 0.012 -0.019 0.084
H 0.0686 -3.2256 7.5878 -0.014 -0.066 0.047 0.136
H 0.5938 -4.6226 9.4042 0.068 -0.035 0.009 0.120
H 0.6461 -2.9892 10.0520 0.065 0.097 -0.035 0.119
H 2.5387 -2.1746 10.8521 -0.027 0.032 -0.056 0.090
H 3.7439 -2.4036 9.5492 -0.048 0.149 0.049 0.074
H 3.9036 -3.2858 11.0674 -0.042 -0.045 0.007 0.086
H 1.5710 -4.9481 7.0450 -0.047 0.023 -0.103 0.069
H 2.8493 -4.0653 7.4277 0.030 0.077 -0.062 0.067
C 2.9418 5.9935 -9.1228 -0.009 0.121 -0.150 -0.072
C 1.7092 5.6130 -8.3093 0.343 -0.110 0.050 -0.434
C 1.6949 6.2202 -6.8976 -0.331 -0.022 0.007 -0.209
O 2.5410 5.5693 -5.9684 0.070 0.213 -0.025 -0.203
C 3.8948 5.9837 -6.0001 0.007 -0.249 0.133 -0.102
N 1.5932 4.1522 -8.2810 -0.147 0.099 0.177 0.040
H 3.8333 5.4590 -8.7955 -0.029 -0.016 0.062 0.064
H 2.7886 5.7472 -10.1735 -0.018 -0.054 0.025 0.075
H 3.1407 7.0654 -9.0573 0.018 -0.010 0.025 0.078
H 0.8367 6.0100 -8.8370 -0.051 0.006 0.080 0.134
H 0.6840 6.1085 -6.4949 0.024 -0.055 0.037 0.120
H 1.9064 7.2972 -6.9224 0.103 -0.012 -0.061 0.119
H 3.9877 7.0500 -6.2244 -0.015 -0.001 -0.063 0.091
H 4.4669 5.3988 -6.7239 0.068 0.131 -0.062 0.076
H 4.3205 5.7971 -5.0138 -0.058 0.010 0.020 0.085
H 0.7242 3.8969 -7.8200 -0.045 -0.033 -0.123 0.071
H 2.3125 3.7999 -7.6544 0.059 -0.033 -0.091 0.069
C 0.0668 -7.4300 -3.9110 0.144 -0.067 -0.075 -0.068
C -0.3316 -7.7607 -2.4765 -0.159 0.193 -0.223 -0.427
C -1.6948 -8.4607 -2.3633 0.074 -0.128 0.263 -0.211
O -2.8093 -7.6003 -2.5029 0.014 -0.130 -0.155 -0.190
C -3.1974 -7.3303 -3.8383 -0.090 0.187 0.134 -0.104
N -0.2776 -6.5331 -1.6763 -0.106 -0.303 0.034 0.044
H -0.4932 -6.5841 -4.3106 -0.054 -0.013 0.043 0.063
H 1.1234 -7.1646 -3.9558 -0.016 0.031 0.044 0.076
H -0.0896 -8.2864 -4.5701 -0.029 0.017 -0.006 0.078
H 0.4182 -8.4537 -2.0830 -0.060 -0.033 0.067 0.135
H -1.7760 -8.8772 -1.3554 -0.040 0.054 0.015 0.120
H -1.7696 -9.3056 -3.0601 0.026 0.065 -0.097 0.119
H -3.0503 -8.1989 -4.4863 0.066 0.001 -0.005 0.090
H -2.6551 -6.4706 -4.2386 0.025 -0.073 -0.135 0.076
H -4.2578 -7.0792 -3.8297 0.001 -0.032 0.051 0.087
H -0.4538 -6.7645 -0.7022 0.128 0.027 0.025 0.077
H -1.0812 -5.9672 -1.9385 0.054 0.056 -0.047 0.062